[1]
14 unconnected molecules or ions with the total composition C42H74O42, computed with ωB97M-V/def2-TZVPD.

Summary:
LUMO (spin up / spin down) in eV: -2.076 / -9.605
Total charge: +1
Kohn-Sham gap (spin up / spin down) in eV: 10.31 / 2.76
Multiplicity: 2

Atoms and positions in Å:
C1 3.747 1.678 -3.613
C2 3.145 0.356 -4.180
O1 1.806 0.415 -4.091
C3 1.452 1.769 -3.841
O2 0.286 2.224 -3.819
O3 2.526 2.469 -3.587
H1 4.533 2.060 -4.264
H2 4.112 1.520 -2.598
H3 3.502 -0.391 -3.471
H4 3.352 0.235 -5.243
C4 -2.780 4.725 -2.414
C5 -2.842 3.225 -2.482
O4 -3.190 2.769 -1.173
C6 -3.316 3.818 -0.370
O5 -3.632 3.731 0.815
O6 -3.173 4.994 -1.071
H5 -3.560 5.002 -3.123
H6 -1.761 5.069 -2.589
H7 -1.839 2.898 -2.756
H8 -3.469 2.884 -3.306
C7 1.815 -3.878 -3.202
C8 3.140 -4.269 -3.919
O7 3.164 -3.464 -5.071
C9 1.930 -2.931 -5.317
O8 1.616 -2.198 -6.291
O9 1.096 -3.283 -4.268
H9 2.083 -3.072 -2.519
H10 1.425 -4.768 -2.707
H11 3.118 -5.329 -4.171
H12 4.063 -3.987 -3.413
C10 4.396 -0.634 0.250
C11 5.564 -1.439 0.684
O10 6.275 -1.548 -0.573
C12 5.491 -1.351 -1.595
O11 5.723 -1.589 -2.780
O12 4.301 -0.843 -1.148
H13 4.445 0.428 0.492
H14 3.502 -1.097 0.669
H15 5.175 -2.416 0.973
H16 6.071 -0.989 1.537
C13 0.409 1.407 -0.334
C14 -0.805 0.747 -0.800
O13 -0.366 -0.554 -1.099
C15 0.724 -0.832 -0.261
O14 1.120 -1.953 -0.044
O15 1.282 0.359 0.116
H17 0.173 2.131 0.445
H18 0.811 2.060 -1.109
H19 -1.117 1.217 -1.733
H20 -1.618 0.704 -0.074
C16 -2.211 -5.656 4.385
O16 -1.860 -5.927 3.052
C17 -0.612 -5.807 2.620
O17 0.367 -5.606 3.244
O18 -0.788 -5.831 1.203
C18 0.242 -5.625 0.311
H21 -3.287 -5.805 4.476
H22 -2.051 -4.630 4.714
H23 -1.706 -6.331 5.076
H24 0.253 -6.377 -0.478
H25 1.244 -5.809 0.697
H26 0.190 -4.574 0.026
C19 -4.756 1.362 -5.916
O19 -3.998 1.131 -4.706
C20 -2.911 0.320 -4.711
O20 -2.171 0.079 -3.752
O21 -2.551 -0.108 -5.922
C21 -1.434 -0.971 -6.066
H27 -5.004 0.478 -6.504
H28 -4.198 1.945 -6.649
H29 -5.728 1.823 -5.734
H30 -0.547 -0.609 -5.546
H31 -1.264 -1.204 -7.117
H32 -1.762 -1.880 -5.561
C22 -0.821 -1.591 2.461
O22 -1.794 -1.382 3.444
C23 -1.602 -1.846 4.728
O23 -0.660 -2.500 5.133
O24 -2.674 -1.495 5.447
C24 -2.751 -1.878 6.773
H33 -1.030 -1.045 1.541
H34 -0.688 -2.661 2.301
H35 0.134 -1.293 2.895
H36 -3.588 -1.406 7.288
H37 -1.833 -1.639 7.310
H38 -2.884 -2.956 6.863
C25 1.991 4.194 1.655
O25 1.297 5.452 1.513
C26 0.212 5.632 0.725
O26 -0.415 4.747 0.169
O27 -0.056 6.978 0.771
C27 -1.267 7.408 0.168
H39 1.805 3.971 2.706
H40 3.048 4.388 1.474
H41 1.727 3.399 0.958
H42 -2.149 6.969 0.635
H43 -1.397 7.067 -0.859
H44 -1.294 8.495 0.249
C28 -4.590 -3.269 2.344
O28 -3.461 -3.056 1.456
C29 -3.592 -3.319 0.177
O29 -4.581 -3.795 -0.371
O30 -2.498 -2.865 -0.472
C30 -2.605 -2.938 -1.913
H45 -5.290 -3.917 1.816
H46 -5.056 -2.327 2.631
H47 -4.401 -3.801 3.277
H48 -3.016 -3.881 -2.273
H49 -1.660 -2.651 -2.372
H50 -3.281 -2.191 -2.328
C31 -8.868 -0.014 1.349
O31 -7.617 0.591 1.288
C32 -6.556 -0.131 1.123
O32 -6.517 -1.346 0.903
O33 -5.469 0.678 1.123
C33 -4.203 0.184 0.817
H51 -9.569 0.819 1.384
H52 -8.960 -0.663 2.220
H53 -8.994 -0.688 0.502
H54 -3.846 -0.551 1.540
H55 -3.531 1.042 0.814
H56 -4.143 -0.334 -0.140
C34 -2.597 2.199 3.674
O34 -1.355 1.824 3.043
C35 -0.140 1.949 3.669
O35 0.108 2.562 4.760
O36 0.696 1.264 2.907
C36 2.074 1.197 3.250
H57 -2.835 3.146 3.190
H58 -2.474 2.456 4.726
H59 -3.424 1.511 3.499
H60 2.842 1.415 2.507
H61 2.424 0.182 3.436
H62 2.344 1.774 4.134
C37 3.882 4.184 -0.925
O37 4.185 4.863 -2.105
C38 5.432 5.277 -2.393
O38 6.402 5.182 -1.647
O39 5.419 5.675 -3.600
C39 6.502 6.472 -4.213
H63 4.254 3.168 -0.794
H64 2.792 4.196 -0.921
H65 4.160 4.772 -0.050
H66 5.977 6.960 -5.034
H67 7.316 5.856 -4.595
H68 6.897 7.199 -3.504
C40 2.786 -3.768 2.416
O40 3.547 -3.926 3.575
C41 4.130 -2.894 4.142
O41 4.136 -1.760 3.690
O42 4.857 -3.367 5.105
C42 5.755 -2.517 5.837
H69 2.654 -4.685 1.842
H70 3.106 -2.979 1.736
H71 1.767 -3.535 2.725
H72 5.374 -2.074 6.757
H73 6.019 -1.689 5.179
H74 6.623 -3.146 6.034

=====

[2]
12 unconnected molecules or ions with the total composition C42H76Cl6O18S5, computed with ωB97M-V/def2-TZVPD.

Summary:
LUMO in eV: -0.035
Kohn-Sham gap in eV: 9.86

Atoms and positions in Å:
O1 -0.579 -8.599 2.118
S1 -0.179 -7.333 2.779
O2 -0.914 -6.067 2.484
C1 -0.056 -7.435 4.645
C2 1.408 -7.797 4.860
C3 2.059 -8.149 3.603
C4 1.626 -7.113 2.547
H1 -0.858 -8.038 5.069
H2 -0.071 -6.405 5.001
H3 1.856 -6.919 5.324
H4 1.586 -8.528 5.649
H5 1.762 -9.127 3.225
H6 3.136 -8.222 3.756
H7 1.834 -7.355 1.504
H8 1.790 -6.071 2.821
O3 1.581 4.338 -9.582
S2 0.525 4.481 -8.522
O4 -0.820 3.918 -8.756
C5 1.118 4.088 -6.908
C6 0.871 5.366 -6.133
C7 1.117 6.520 -7.038
C8 0.272 6.321 -8.304
H9 2.132 3.817 -7.203
H10 0.695 3.146 -6.559
H11 -0.057 5.048 -5.657
H12 1.568 5.462 -5.301
H13 2.180 6.709 -7.190
H14 0.761 7.465 -6.627
H15 0.592 6.807 -9.226
H16 -0.810 6.407 -8.210
O5 1.992 -1.529 -0.290
S3 1.863 -0.143 0.203
O6 2.779 0.424 1.241
C9 1.417 0.990 -1.168
C10 -0.020 1.475 -0.823
C11 -0.719 0.233 -0.226
C12 0.200 -0.133 0.949
H17 1.471 0.531 -2.155
H18 2.140 1.804 -1.113
H19 -0.020 2.225 -0.033
H20 -0.576 1.745 -1.721
H21 -0.669 -0.603 -0.925
H22 -1.767 0.449 -0.019
H23 0.090 -1.070 1.495
H24 0.182 0.741 1.600
O7 -3.982 4.858 5.109
S4 -4.346 5.779 4.012
O8 -3.466 5.924 2.881
C13 -6.109 5.807 3.642
C14 -6.719 6.916 4.394
C15 -5.700 8.159 4.364
C16 -4.378 7.512 4.748
H25 -6.533 4.815 3.799
H26 -6.092 6.075 2.586
H27 -7.697 7.159 3.980
H28 -6.882 6.778 5.463
H29 -6.216 8.868 5.012
H30 -5.680 8.596 3.365
H31 -4.236 7.358 5.818
H32 -3.520 8.133 4.490
O9 8.856 -2.423 -4.323
S5 7.951 -1.401 -4.801
O10 7.805 -0.114 -4.152
C17 8.286 -1.134 -6.602
C18 6.985 -1.575 -7.266
C19 5.763 -1.653 -6.285
C20 6.270 -2.238 -5.023
H33 9.243 -1.452 -7.018
H34 8.223 -0.059 -6.773
H35 6.721 -1.023 -8.168
H36 7.113 -2.640 -7.462
H37 5.041 -2.141 -6.940
H38 5.427 -0.616 -6.300
H39 6.465 -3.310 -4.991
H40 5.709 -2.017 -4.115
O11 2.476 5.756 0.548
C21 3.025 5.971 1.600
C22 4.025 5.173 2.374
C23 4.296 6.082 3.607
C24 3.093 7.048 3.647
O12 2.490 6.982 2.334
H41 3.492 4.276 2.690
H42 4.891 4.899 1.770
H43 4.358 5.345 4.408
H44 5.300 6.498 3.534
H45 2.300 6.677 4.296
H46 3.289 8.058 4.007
O13 -0.408 0.130 6.333
C25 -1.343 -0.193 7.006
C26 -2.735 -0.479 6.565
C27 -3.496 -0.056 7.819
C28 -2.622 -0.416 8.887
O14 -1.366 -0.114 8.364
H47 -2.985 0.171 5.727
H48 -2.711 -1.540 6.317
H49 -3.692 1.014 7.880
H50 -4.519 -0.372 8.024
H51 -2.785 0.162 9.797
H52 -2.647 -1.471 9.160
O15 -6.405 -5.583 0.283
C29 -6.223 -5.540 -0.883
C30 -4.991 -5.070 -1.505
C31 -5.490 -4.861 -2.951
C32 -6.646 -5.824 -3.137
O16 -7.078 -6.020 -1.821
H53 -4.633 -4.213 -0.935
H54 -4.233 -5.831 -1.320
H55 -5.696 -3.844 -3.283
H56 -4.656 -5.230 -3.548
H57 -7.455 -5.561 -3.818
H58 -6.158 -6.702 -3.561
O17 8.474 -7.550 -1.406
C33 7.964 -6.899 -0.519
C34 7.580 -7.395 0.765
C35 7.229 -6.167 1.502
C36 6.742 -5.267 0.387
O18 7.600 -5.642 -0.701
H59 6.715 -8.059 0.751
H60 8.353 -7.904 1.341
H61 6.442 -6.211 2.254
H62 8.060 -5.646 1.978
H63 5.699 -5.475 0.145
H64 6.888 -4.191 0.472
Cl1 -6.905 -0.068 1.982
C37 -8.521 -0.715 2.658
C38 -9.554 -0.881 1.602
Cl2 -10.645 -2.105 2.229
H65 -8.681 0.008 3.457
H66 -8.230 -1.615 3.201
H67 -9.149 -1.271 0.668
H68 -10.022 0.071 1.348
Cl3 -3.526 7.286 -2.517
C39 -2.169 8.183 -1.632
C40 -2.796 9.207 -0.616
Cl4 -3.901 10.275 -1.535
H69 -1.482 8.686 -2.313
H70 -1.835 7.408 -0.942
H71 -2.176 9.814 0.044
H72 -3.405 8.646 0.093
Cl5 2.531 -6.166 -3.273
C41 0.795 -5.710 -3.025
C42 0.170 -5.306 -4.310
Cl6 -0.188 -6.615 -5.415
H73 0.756 -4.968 -2.228
H74 0.280 -6.595 -2.651
H75 0.764 -4.497 -4.735
H76 -0.710 -4.804 -3.906

=====

[3]
12 unconnected molecules or ions with the total composition C42H77B5F20N14, computed with ωB97M-V/def2-TZVPD.

Summary:
LUMO in eV: -4.362
Energy relative to the best compared isomer or geometry (same formula, charge and spin) in kcal per mole: 182.1
Total charge: +2
Kohn-Sham gap in eV: 5.42

Atoms and positions in Å:
C1 -6.305 0.981 -2.759
C2 -6.494 -0.465 -2.099
N1 -7.575 -1.212 -2.892
C3 -7.416 -2.183 -3.877
C4 -8.718 -2.583 -4.260
N2 -9.571 -1.659 -3.631
C5 -8.897 -0.972 -2.653
C6 -10.947 -1.450 -3.953
H1 -5.580 1.557 -2.184
H2 -7.246 1.529 -2.733
H3 -6.039 0.919 -3.814
H4 -6.734 -0.459 -1.036
H5 -5.525 -0.932 -2.275
H6 -6.441 -2.489 -4.226
H7 -9.112 -3.303 -4.962
H8 -9.309 -0.280 -1.934
H9 -11.502 -1.380 -3.018
H10 -11.429 -2.221 -4.553
H11 -10.890 -0.556 -4.574
C7 3.308 -12.441 3.454
C8 4.162 -13.505 4.060
N3 3.787 -14.862 3.653
C9 3.531 -15.959 4.424
C10 3.453 -17.012 3.565
N4 3.610 -16.595 2.227
C11 3.915 -15.248 2.277
C12 3.636 -17.499 1.042
H12 3.350 -12.399 2.366
H13 3.724 -11.460 3.682
H14 2.309 -12.466 3.890
H15 4.174 -13.533 5.149
H16 5.214 -13.398 3.796
H17 3.395 -15.930 5.495
H18 3.336 -18.066 3.768
H19 4.123 -14.560 1.471
H20 2.699 -17.368 0.502
H21 3.837 -18.517 1.377
H22 4.382 -17.273 0.279
C13 0.357 -3.099 -5.124
C14 0.004 -4.099 -3.959
N5 1.137 -4.336 -3.004
C15 1.458 -3.577 -1.863
C16 2.480 -4.232 -1.234
N6 2.853 -5.393 -1.919
C17 1.989 -5.429 -2.937
C18 3.858 -6.298 -1.533
H23 0.929 -2.265 -4.719
H24 -0.546 -2.774 -5.640
H25 0.852 -3.629 -5.938
H26 -0.114 -5.057 -4.465
H27 -0.914 -3.902 -3.404
H28 1.079 -2.580 -1.691
H29 2.986 -3.914 -0.335
H30 2.056 -6.196 -3.695
H31 3.656 -6.639 -0.518
H32 4.843 -5.835 -1.599
H33 3.768 -7.173 -2.177
C19 11.843 -9.099 -3.222
C20 11.996 -10.021 -4.513
N7 12.986 -11.062 -4.263
C21 12.964 -12.043 -3.271
C22 14.118 -12.797 -3.387
N8 15.007 -12.179 -4.233
C23 14.277 -11.093 -4.787
C24 16.419 -12.563 -4.422
H34 11.155 -8.282 -3.440
H35 12.798 -8.678 -2.908
H36 11.664 -9.671 -2.311
H37 12.133 -9.428 -5.417
H38 11.039 -10.523 -4.663
H39 12.063 -12.243 -2.709
H40 14.407 -13.678 -2.832
H41 14.640 -10.337 -5.468
H42 16.760 -12.255 -5.411
H43 16.474 -13.646 -4.317
H44 17.021 -11.977 -3.728
C25 -0.915 3.924 -8.504
C26 -0.338 5.073 -7.803
N9 1.062 5.238 -8.142
C27 2.166 4.661 -7.544
C28 3.273 5.138 -8.153
N10 2.922 6.007 -9.188
C29 1.579 6.110 -9.071
C30 3.818 6.829 -10.023
H45 -0.799 4.117 -9.570
H46 -1.945 3.662 -8.262
H47 -0.257 3.079 -8.300
H48 -0.437 4.937 -6.726
H49 -0.829 6.007 -8.073
H50 2.009 4.033 -6.680
H51 4.296 4.843 -7.969
H52 1.008 6.792 -9.684
H53 3.595 6.524 -11.045
H54 4.864 6.657 -9.767
H55 3.658 7.895 -9.866
C31 2.378 -6.875 -15.269
C32 2.273 -5.917 -14.037
N11 1.352 -6.326 -13.005
C33 0.054 -5.880 -12.842
C34 -0.497 -6.639 -11.784
N12 0.530 -7.551 -11.330
C35 1.608 -7.320 -12.157
C36 0.497 -8.348 -10.156
H56 1.452 -7.152 -15.773
H57 2.977 -7.741 -14.988
H58 3.015 -6.366 -15.993
H59 2.019 -4.907 -14.357
H60 3.254 -5.861 -13.565
H61 -0.366 -5.117 -13.481
H62 -1.404 -6.615 -11.198
H63 2.573 -7.787 -12.026
H64 0.287 -7.751 -9.269
H65 1.505 -8.750 -10.057
H66 -0.190 -9.181 -10.305
C37 7.602 -10.268 12.271
C38 8.162 -10.199 10.825
N13 7.484 -9.205 10.047
C39 6.156 -8.667 10.071
C40 5.962 -7.916 8.862
N14 7.136 -8.061 8.060
C41 7.989 -8.814 8.869
C42 7.406 -7.451 6.799
H67 8.303 -9.581 12.745
H68 7.731 -11.261 12.700
H69 6.573 -10.010 12.519
H70 7.905 -11.141 10.338
H71 9.208 -9.891 10.837
H72 5.508 -8.784 10.927
H73 5.115 -7.412 8.419
H74 8.962 -9.099 8.497
H75 8.463 -7.486 6.536
H76 7.083 -6.410 6.776
H77 6.967 -7.995 5.963
B1 6.517 -6.236 -7.348
F1 6.117 -5.015 -6.876
F2 6.038 -7.287 -6.543
F3 5.984 -6.501 -8.613
F4 7.915 -6.231 -7.462
B2 0.144 3.374 -1.741
F5 1.477 3.659 -1.706
F6 -0.607 4.465 -1.932
F7 -0.104 2.398 -2.647
F8 -0.274 2.886 -0.538
B3 9.233 -2.737 0.883
F9 9.761 -2.765 -0.328
F10 10.108 -3.213 1.765
F11 9.072 -1.426 1.243
F12 7.987 -3.320 1.067
B4 -5.161 -7.105 -6.708
F13 -4.690 -7.279 -5.369
F14 -4.713 -8.189 -7.406
F15 -6.509 -7.130 -6.818
F16 -4.645 -5.944 -7.122
B5 1.298 -4.943 4.169
F17 0.775 -5.493 5.334
F18 0.458 -3.930 3.698
F19 2.528 -4.419 4.528
F20 1.428 -5.933 3.211